# C4H9N3OS2

A cluster of 2 separate species, C4H9N3OS2 in total in a non-equilibrium geometry (ωB97M-V/def2-TZVPD, the Open Molecules 2025 dataset).

XYZ file:
```
19
Properties=species:S:1:pos:R:3:forces:R:3
H -0.35206 3.07130 -1.77659 0.0 0.0 0.0
N -0.00523 2.27842 -2.32289 -0.1 -0.1 0.1
C -0.51402 1.21087 -1.88693 0.0 0.0 0.2
N -1.43018 1.11604 -0.80321 0.1 -0.1 -0.3
N -1.77463 2.32754 -0.19156 -0.1 0.0 0.1
C -1.95865 -0.05752 -0.36186 -0.3 -0.2 -0.3
S -1.69721 -1.56805 -0.92220 -0.5 0.3 -0.2
H -0.28526 0.24265 -2.31784 0.0 0.0 0.1
H -2.77461 2.48379 -0.27191 0.1 0.0 0.0
H -1.50591 2.31118 0.78674 0.0 0.0 -0.1
H -2.63812 0.11366 0.47960 0.1 0.0 -0.1
C 1.66178 -2.38246 1.72692 -0.2 0.0 -0.2
C 1.35449 -0.97505 1.26757 0.2 0.0 0.1
O 0.29568 -0.62961 0.81605 0.8 0.1 0.7
S 2.67154 0.23930 1.41423 0.0 -0.1 0.0
H 2.49711 -2.79782 1.15548 -0.1 0.1 0.0
H 1.93697 -2.38845 2.77889 0.0 0.1 0.1
H 0.77148 -2.99516 1.57457 0.1 0.1 0.0
H 3.60447 -0.57335 1.93961 -0.1 0.0 0.0
```
Forces are in eV/Å.

* lowest unoccupied orbital energy: 0.4 eV
* net charge: 0
* HOMO energy: -8.404 eV
* E: -1193.6411 Eh
* SMILES: [H]/N=C\N(N)C=S.CC(=O)S

Löwdin population analysis, charges in e, atoms 1 to 2: 0.034, 0.104